The following is a quantum chemistry calculation of a molecular structure, C38H48As3Cl3F6N4O6PS3Sc, from OMol25.

Results
**Total energy**: -357315.950 eV
**LUMO**: -0.3 eV
**HOMO level**: -6.5 eV
**Gap between HOMO and LUMO**: 6.2 eV
**Relative energy (zero: lowest compared OMol25 entry of this formula, charge and spin)**: 62.47 kcal/mol

Each line ends with the Löwdin charge.
CARTESIAN COORDINATES (ANGSTROEM)
As -1.637 -0.795 -3.126  1.16
As -5.880 -2.182 -2.510  1.13
As -2.334 0.933 -0.109  1.15
Sc 0.245 -0.021 -1.060  0.71
Cl 4.225 -1.792 -4.150  0.66
Cl 2.457 -1.275 -6.381  0.63
Cl 1.780 -3.323 -4.488  0.66
S -0.703 0.659 3.560  0.57
S 1.188 2.905 0.535  0.67
S 1.415 2.334 -2.047  0.71
P 2.315 -1.655 -0.042  1.13
F 3.802 2.471 0.393  0.15
F 2.854 1.860 2.246  0.17
F 3.181 3.956 1.831  0.16
F 3.196 3.758 -3.282  0.17
F 1.200 4.604 -3.320  0.17
F 1.690 3.004 -4.657  0.18
O 2.335 1.268 -1.677  -0.32
O 1.941 0.511 -4.200  -0.01
O 0.059 1.765 -2.295  -0.41
O 0.708 1.495 0.456  -0.47
O 0.494 3.800 1.384  -0.22
O 1.240 -1.045 -2.745  -0.26
N -0.318 -1.105 1.061  -0.05
N 1.361 3.468 -0.938  -0.27
N -1.456 2.223 5.575  0.08
N -3.104 1.725 3.930  0.02
C 6.447 0.120 0.894  -0.08
C 4.066 -4.929 -1.843  -0.08
C -3.378 -0.085 1.165  -0.30
C 1.545 -4.035 -1.144  -0.12
C -5.638 -2.089 -4.455  -0.34
C 1.682 -2.437 1.454  -0.32
C 1.735 -4.098 3.197  -0.07
C 2.520 -1.730 -4.674  -1.46
C -4.284 0.536 -2.442  -0.66
C -2.341 2.951 6.237  -0.36
C 4.748 -0.505 -0.683  -0.12
C 1.828 -0.626 -3.796  -0.82
C 3.907 -3.651 -1.313  -0.10
C 2.646 -3.196 -0.964  -0.35
C -3.967 2.457 4.617  -0.16
C 3.936 -0.953 0.361  -0.35
C 5.638 -0.303 1.936  -0.07
C 2.884 2.780 1.300  -0.66
C 1.912 3.503 -3.470  -0.67
C -1.851 1.618 4.437  -0.84
C -0.924 -0.635 -4.923  -0.25
C 2.364 -3.426 2.168  -0.08
C -7.628 -1.311 -2.424  -0.35
C 6.000 0.020 -0.418  -0.07
C -3.651 3.103 5.795  -0.05
C -3.690 1.505 -1.404  -0.33
C -3.251 0.240 -3.525  -0.32
C 4.384 -0.840 1.673  -0.08
C -1.850 3.636 7.481  -0.04
C -2.302 2.628 0.832  -0.27
C -0.276 -2.826 2.810  -0.03
C -4.767 -0.736 -1.732  -0.40
C 2.973 -5.762 -2.000  -0.09
C 0.370 -2.150 1.780  -0.31
C -2.173 -2.655 -3.214  -0.27
C 0.410 -3.798 3.512  -0.05
C -5.458 1.276 -3.094  -0.06
C 1.705 -5.313 -1.643  -0.10
H -1.299 -3.267 -2.990  0.02
H -5.371 -0.443 -0.867  0.06
H -0.082 -4.317 4.323  0.11
H -7.691 -0.439 -3.071  0.01
H -5.899 0.708 -3.911  0.06
H -8.386 -2.036 -2.720  0.02
H -2.914 0.060 2.144  -0.03
H 0.553 -3.701 -0.853  0.11
H -4.616 -2.330 -4.734  -0.01
H -6.240 1.480 -2.360  0.09
H -1.371 4.581 7.217  0.08
H -1.285 -2.547 3.084  0.11
H -0.440 0.326 -5.080  0.04
H -7.825 -1.014 -1.395  0.02
H -4.376 3.692 6.339  0.10
H -6.286 -2.862 -4.869  0.02
H -0.017 -0.224 1.507  -0.04
H 3.103 -6.759 -2.399  0.10
H 0.844 -5.959 -1.758  0.11
H -4.969 2.535 4.201  0.10
H -3.337 2.850 1.095  0.04
H 3.381 -3.678 1.894  0.12
H -4.496 1.887 -0.768  0.08
H -4.377 0.353 1.186  0.04
H -2.505 -2.880 -4.228  0.03
H -2.961 -2.895 -2.503  0.00
H 5.055 -5.272 -2.117  0.11
H -3.255 2.369 -1.915  0.09
H -3.713 -0.263 -4.379  0.06
H -2.854 1.189 -3.900  0.09
H 7.425 0.533 1.103  0.11
H 3.762 -1.165 2.497  0.11
H -1.104 3.016 7.974  0.08
H -1.707 2.512 1.734  -0.02
H -2.665 3.853 8.172  0.07
H -3.907 -1.262 -1.305  0.02
H -3.453 -1.142 0.909  0.03
H -5.122 2.233 -3.497  0.09
H -1.292 -1.119 1.352  0.01
H -0.212 -1.434 -5.114  0.00
H 4.777 -3.024 -1.163  0.10
H -5.919 -1.129 -4.884  0.01
H -1.776 -0.748 -5.596  0.04
H 5.975 -0.218 2.960  0.11
H -1.901 3.417 0.196  0.04
H 6.624 0.360 -1.233  0.11
H 4.400 -0.566 -1.708  0.07
H 2.268 -4.860 3.749  0.11